1.
DFT (ωB97M-V/def2-TZVPD) results for an isolated molecule of C17H22N2O6S2.

Properties
Total charge: 0
Spin multiplicity: 1
Energy above the lowest of the compared OMol25 structures with the same formula, charge and spin in kJ/mol: 8.93
Maximum force in eV/Å: 0.906
Frontier orbital gap in eV: 9.03
Highest occupied orbital energy in eV: -8.64

Atoms and positions in Å:
C  3.40955  -0.86353  4.39758
S  2.72216  -0.90666  2.73184
O  3.70764  -1.46111  1.84580
O  1.42356  -1.50675  2.77908
N  2.51059  0.72196  2.43471
C  3.57378  1.40980  1.74350
C  3.62680  1.15302  0.23054
O  2.51201  1.70739  -0.44370
C  1.50057  0.91442  -0.89001
C  1.24863  -0.38967  -0.46932
C  0.20043  -1.09634  -1.03409
C  -0.58355  -0.51490  -2.00773
S  -1.85139  -1.48701  -2.80382
O  -1.53181  -2.87316  -2.63630
O  -2.07250  -0.95825  -4.11731
N  -3.25977  -1.25321  -1.96257
C  -4.10158  -0.11763  -2.19443
C  -4.11544  0.93397  -1.07529
O  -2.86635  1.56482  -0.87708
C  -2.15089  1.31793  0.25849
C  -1.26726  2.32567  0.64526
C  -0.53172  2.20124  1.80591
C  -0.65748  1.06729  2.59572
C  -1.49566  0.04575  2.18913
C  -2.24067  0.16388  1.02872
C  -0.35668  0.78480  -2.42145
C  0.67612  1.50103  -1.85677
H  4.33395  -0.30402  4.36747
H  2.68033  -0.38806  5.03786
H  3.59169  -1.88361  4.70960
H  1.58927  0.90651  2.05958
H  4.51464  1.07193  2.18007
H  3.45635  2.48248  1.92230
H  3.72977  0.08313  0.03877
H  4.50226  1.67199  -0.17517
H  1.85257  -0.87423  0.28092
H  0.00394  -2.11405  -0.73839
H  -3.37066  -1.78600  -1.11979
H  -5.13635  -0.44522  -2.35643
H  -3.72886  0.32487  -3.11969
H  -4.48255  0.49372  -0.14237
H  -4.80869  1.72918  -1.37561
H  -1.19206  3.20543  0.02677
H  0.12769  3.00322  2.10521
H  -0.11314  0.97650  3.52292
H  -1.56565  -0.85427  2.77898
H  -2.88775  -0.64855  0.73609
H  -0.97638  1.20711  -3.19518
H  0.88893  2.51286  -2.16244

Atomic partial charges in e from the natural (NBO) method, atoms 1 to 4:
1 C -0.86
2 S 2.30
3 O -0.95
4 O -0.94



2.
DFT (ωB97M-V/def2-TZVPD) results for C17H22N3O4Re as an isolated structure in a non-equilibrium geometry.

Properties
Total charge: +1
Spin multiplicity: 2
Energy above the lowest of the compared OMol25 structures with the same formula, charge and spin in kJ/mol: 39.13
⟨S²⟩: 0.80
Maximum force in eV/Å: 1.188
Frontier orbital gap (spin up / spin down) in eV: 7.45 / 7.14
Highest occupied orbital energy (spin up / spin down) in eV: -10.81 / -10.44

Atoms and positions in Å:
Re  0.12666  -0.22834  -0.05897
O  1.55494  0.16482  -1.55466
N  1.99019  1.38805  -1.67100
N  1.40506  2.18947  -0.90497
O  0.45504  1.79954  -0.07490
C  1.78604  3.57756  -0.86500
C  0.78685  4.53012  -0.76813
C  1.14635  5.86543  -0.70811
C  2.48706  6.22854  -0.72613
C  3.47305  5.25506  -0.80121
C  3.12744  3.91514  -0.87332
H  -0.24998  4.22529  -0.74534
H  0.37813  6.62421  -0.64895
H  2.76603  7.27255  -0.68058
H  4.51770  5.53486  -0.79406
H  3.88127  3.14147  -0.92402
O  -2.22818  -0.32269  -0.88601
C  -2.96490  -1.52501  -1.20353
C  -3.32278  -2.35951  0.01186
C  -2.08638  -2.68809  0.85651
C  -0.96146  -3.19358  0.00494
C  -0.96083  -4.52435  -0.39644
C  0.02027  -5.00409  -1.24039
C  1.01351  -4.12704  -1.65459
C  0.97092  -2.82626  -1.21451
N  0.00093  -2.33965  -0.40358
H  -2.79369  0.26570  -0.37111
H  -2.31346  -2.09279  -1.86604
H  -3.86198  -1.26164  -1.76346
H  -3.79749  -3.27578  -0.34662
H  -4.05195  -1.83568  0.63470
H  -2.33894  -3.44781  1.59650
H  -1.77035  -1.79195  1.38065
H  -1.74611  -5.17402  -0.03218
H  0.01033  -6.03441  -1.57009
H  1.80982  -4.44221  -2.31318
H  1.72885  -2.12080  -1.52629
C  1.53206  -1.11796  2.77229
O  0.35723  -0.31305  2.91744
C  -0.37746  -0.03611  1.85248
C  -1.52956  0.84236  2.26438
H  2.40483  -0.49078  2.94264
H  1.58534  -1.56036  1.77646
H  1.49121  -1.90131  3.52427
H  -1.50166  1.05800  3.33202
H  -2.48809  0.37854  2.01461
H  -1.46188  1.77854  1.70563

Atomic partial charges in e from the natural (NBO) method, atoms 1 to 4:
1 Re 1.11
2 O -0.57
3 N 0.17
4 N 0.17



3.
DFT (ωB97M-V/def2-TZVPD) results for an isolated molecule of C17H22O4 in a non-equilibrium geometry.

Properties
Total charge: 0
Spin multiplicity: 1
Energy above the lowest of the compared OMol25 structures with the same formula, charge and spin in kJ/mol: 685.34
Maximum force in eV/Å: 3.030
Frontier orbital gap (spin up / spin down) in eV: 4.05 / 3.51
Highest occupied orbital energy (spin up / spin down) in eV: -6.06 / -5.81

Atoms and positions in Å:
H  -0.77851  -3.01620  0.56053
C  0.27128  -2.69089  0.61125
O  0.11533  -1.41905  -0.07499
C  1.08710  -0.50718  -0.14886
C  0.68822  0.82869  -0.25262
C  -0.72981  1.30274  -0.37692
C  -0.62979  2.85398  -0.34849
C  0.88337  3.19431  -0.20300
C  -1.86535  0.64825  -0.38235
C  -2.63327  -0.45315  -0.80689
C  -4.16548  -0.20298  -0.80640
C  -4.66945  0.20576  0.56945
C  -6.19777  0.17401  0.67326
C  1.56701  1.87122  -0.16213
C  2.96794  1.61571  0.05341
O  3.78733  2.51051  0.33412
C  3.37063  0.19999  -0.08334
O  4.68102  -0.12405  0.10699
C  5.20853  -0.16895  1.47059
C  2.45163  -0.83590  -0.19252
O  2.83604  -2.14665  -0.30536
C  3.84871  -2.48291  -1.30610
H  0.60470  -2.54702  1.64103
H  0.96228  -3.34000  0.07305
H  -1.02527  3.30409  -1.26962
H  -1.18167  3.27804  0.50023
H  1.23385  3.76589  -1.07480
H  1.08168  3.76402  0.71791
H  -2.30883  -0.84481  -1.78317
H  -2.38330  -1.16211  -0.00418
H  -4.39647  0.56990  -1.55544
H  -4.65183  -1.13203  -1.12817
H  -4.21500  -0.45227  1.32500
H  -4.29334  1.21630  0.76094
H  -6.48923  0.49164  1.67725
H  -6.66171  0.85136  -0.05496
H  -6.57042  -0.84295  0.49928
H  6.26099  -0.43242  1.34749
H  5.07795  0.80848  1.94402
H  4.66578  -0.93358  2.03765
H  3.95396  -3.56368  -1.20516
H  3.46098  -2.20707  -2.29387
H  4.78021  -1.94903  -1.08409

Atomic partial charges in e from the natural (NBO) method, atoms 1 to 4:
1 H 0.18
2 C -0.24
3 O -0.53
4 C 0.29



4.
DFT (ωB97M-V/def2-TZVPD) results for C17H23AuN7O4PS as an isolated structure.

Properties
Total charge: +2
Spin multiplicity: 1
Energy above the lowest of the compared OMol25 structures with the same formula, charge and spin in kJ/mol: 0.00
Maximum force in eV/Å: 0.461
Frontier orbital gap in eV: 6.70
Highest occupied orbital energy in eV: -14.61

Atoms and positions in Å:
Au  0.35114  -0.47862  -0.98842
O  0.78922  -1.55780  -2.76547
C  0.68463  -2.80928  -2.84867
C  0.26202  -3.71449  -1.85461
C  0.13672  -5.06362  -2.26733
C  -0.26975  -6.00483  -1.37647
C  -0.55499  -5.67536  -0.04934
C  -0.42941  -4.37648  0.37906
C  -0.01770  -3.36583  -0.50286
O  0.11715  -2.16362  0.03274
N  -0.40889  -7.40833  -1.82259
O  -0.76911  -8.20725  -0.99123
O  -0.10686  -7.64541  -2.96983
H  0.95247  -3.22964  -3.82150
H  0.35541  -5.35284  -3.28736
H  -0.87239  -6.46033  0.62426
H  -0.63616  -4.11625  1.40731
C  -1.25544  0.82663  3.77619
N  -1.29942  1.91897  2.80846
C  -0.15328  2.80555  3.00496
N  1.12743  2.09394  2.93282
C  1.12643  0.98543  3.89055
N  -0.00189  0.06875  3.70672
C  0.09135  -0.69558  2.47086
P  0.06431  0.50992  1.08047
C  -1.46025  1.47154  1.43368
C  1.41822  1.65259  1.57646
H  -2.09768  0.15373  3.61307
H  -1.34617  1.25268  4.77500
H  -0.24073  3.25647  3.99271
H  -0.16980  3.60156  2.26014
H  1.06415  1.40352  4.89450
H  2.06214  0.43193  3.80976
H  -0.75126  -1.38226  2.38675
H  1.01120  -1.28108  2.43953
H  -2.33989  0.83422  1.33568
H  -1.53284  2.30972  0.74538
H  1.45235  2.50224  0.89508
H  2.37207  1.12370  1.53985
C  -1.30035  5.53102  -2.18697
C  -0.29193  4.83268  -1.27438
C  0.15797  3.51499  -1.81248
N  0.06185  2.40115  -1.18175
N  0.55769  1.33326  -1.90873
C  1.02469  1.66521  -3.10908
N  1.56480  0.84565  -3.99975
S  0.86611  3.35913  -3.39641
H  -1.59396  6.48378  -1.75203
H  -2.19657  4.92615  -2.32208
H  -0.87517  5.73915  -3.16999
H  -0.71916  4.64139  -0.28886
H  0.58747  5.46400  -1.12504
H  1.52773  -0.15414  -3.86132
H  1.90431  1.20241  -4.87742

Atomic partial charges in e from the natural (NBO) method, atoms 1 to 4:
1 Au 1.21
2 O -0.73
3 C 0.46
4 C -0.26